Version i
Molecular formula: C5H4S2
Method: DFT, ωB97M-V/def2-TZVPD

Structure (XYZ):
```
11
C5H4S2, DFT ωB97M-V/def2-TZVPD
H -0.971 2.072 1.881
H 2.049 -0.108 -0.286
C -0.037 -1.825 -0.733
S 0.849 1.920 0.223
H -1.288 2.874 0.391
H 0.512 -4.252 -0.422
C -0.795 1.945 0.834
C -0.158 -0.407 -0.604
S -1.558 0.594 -0.262
C 1.060 0.231 -0.363
C 0.337 -3.045 -0.658
```


Version ii
Molecular formula: C5H4S2
Method: DFT, ωB97M-V/def2-TZVPD

Structure (XYZ):
```
11
C5H4S2, DFT ωB97M-V/def2-TZVPD
C 0.176 0.911 0.000
H 2.325 -1.801 0.014
C 2.013 -0.772 -0.001
H 2.776 0.009 0.002
C 0.721 -0.445 0.000
C -1.830 -0.333 -0.005
H 0.845 1.769 -0.012
S -3.436 -0.593 0.000
H -1.796 1.886 0.004
S -0.624 -1.601 -0.002
C -1.172 0.969 -0.001
```

Values from the calculation:
- SMILES string: C=C1C=CC(=S)S1


The calculated energies rank the structures as follows, beginning with the most stable: version ii, version i.


Version i
Molecular formula: CH5NO
Method: DFT, ωB97M-V/def2-TZVPD

Structure (XYZ):
```
8
CH5NO, DFT ωB97M-V/def2-TZVPD
H 2.564 0.103 -0.762
N -0.857 0.190 0.197
H 1.729 -0.554 0.405
H -2.143 1.644 -0.367
H -0.740 -0.811 0.382
C -2.017 0.621 0.002
H -2.963 0.092 0.094
O 2.489 -0.656 -0.178
```

Values from the calculation:
- SMILES string: C=N.O


Version ii
Molecular formula: CH5NO
Method: DFT, ωB97M-V/def2-TZVPD

Structure (XYZ):
```
8
CH5NO, DFT ωB97M-V/def2-TZVPD
N -1.473 -0.295 -0.110
H -1.416 0.124 0.890
C 1.747 0.214 0.005
H -2.065 -1.128 -0.029
O 2.644 -0.582 -0.097
H -2.034 0.431 -0.673
H 1.856 1.302 -0.217
H 0.741 -0.067 0.233
```

Values from the calculation:
- SMILES string: C=O.N


The calculated energies rank the structures as follows, beginning with the most stable: version i, version ii.


Version i
Molecular formula: C40H50F30O20
Method: DFT, ωB97M-V/def2-TZVPD

Structure (XYZ):
```
140
C40H50F30O20, DFT ωB97M-V/def2-TZVPD
F 10.026 17.785 14.371
C 8.657 13.310 16.257
H 10.930 18.442 20.938
H 5.311 16.515 22.545
H 16.672 19.753 7.942
H 9.045 13.847 17.094
C 7.764 14.439 20.373
H 19.382 14.190 19.845
O 17.289 12.747 18.808
F 9.543 16.423 17.461
O 6.946 14.821 21.324
C 14.384 13.676 19.516
H 5.157 14.314 20.431
H 14.643 13.309 11.903
F 17.971 14.237 15.616
F 7.476 16.855 17.695
O 17.361 18.202 10.079
O 9.557 18.898 19.405
F 18.666 15.880 10.324
H 20.381 15.545 19.425
H 22.016 22.577 14.842
C 20.347 19.545 16.275
F 20.436 17.225 16.909
C 10.091 19.120 20.713
C 16.602 12.447 12.168
F 9.098 12.912 21.391
C 10.915 8.203 16.606
F 15.902 11.468 16.133
H 12.847 13.838 16.056
F 17.279 10.163 21.091
C 20.164 21.392 14.899
C 16.977 17.252 9.217
F 12.750 19.842 16.760
C 18.263 16.004 19.319
H 15.304 14.233 19.647
O 20.952 20.277 15.367
C 8.667 15.927 13.723
F 14.582 18.838 17.365
H 7.290 15.033 15.807
H 15.789 13.585 10.636
H 7.812 12.674 16.456
H 8.184 9.742 19.141
C 15.389 12.820 11.310
O 8.702 16.965 20.222
H 8.811 9.759 16.683
C 17.615 10.563 19.845
H 8.734 11.463 18.822
H 18.223 17.076 19.414
H 17.293 15.635 19.637
O 15.946 17.120 8.692
F 17.501 14.926 8.711
H 9.824 10.229 19.582
H 14.095 13.217 20.495
C 21.190 18.368 16.858
C 9.147 14.152 20.927
O 18.407 11.996 14.061
H 15.017 12.038 10.655
H 10.838 20.835 21.706
C 13.263 14.816 16.096
F 19.090 16.484 8.296
C 17.298 11.576 14.266
H 19.835 21.939 15.834
C 7.953 14.247 15.320
H 10.356 10.670 17.166
C 8.932 17.704 19.318
F 10.871 6.114 17.805
H 17.147 13.335 12.454
F 18.831 10.996 19.999
C 9.035 10.417 18.816
F 10.987 16.212 13.281
H 17.909 20.610 8.898
H 11.375 20.615 19.991
O 19.211 19.698 16.626
H 4.756 14.896 22.969
C 13.319 19.073 17.736
H 9.255 19.069 21.388
O 16.304 11.698 13.430
H 16.330 21.186 9.154
H 3.795 15.943 21.769
C 4.823 15.648 22.091
F 16.305 9.509 15.270
F 9.536 14.958 21.910
F 11.566 6.099 15.734
F 17.912 10.610 16.319
O 15.990 15.805 17.759
H 16.764 19.771 11.093
H 11.848 15.367 17.617
H 15.485 18.947 10.134
O 18.264 15.850 17.843
C 12.538 17.746 17.822
F 22.299 18.164 16.194
H 19.488 15.614 21.006
H 13.643 14.476 19.249
F 16.167 15.226 15.144
O 12.623 17.074 16.681
H 9.369 12.734 15.667
C 16.497 19.356 10.112
F 13.359 19.712 18.873
O 11.918 17.528 18.849
C 11.565 6.826 16.914
C 21.141 22.340 14.231
H 20.682 23.313 14.045
H 7.409 13.711 14.514
H 17.308 11.975 11.531
O 15.476 11.507 19.076
F 10.069 14.222 19.954
C 8.716 17.376 17.864
F 17.874 16.374 15.022
F 17.600 9.556 19.050
H 21.512 22.018 13.221
C 19.422 15.312 19.969
H 13.799 12.052 18.077
C 18.112 16.104 9.176
H 15.225 13.201 17.674
O 7.525 14.255 19.203
C 9.618 9.903 17.449
F 9.674 17.554 12.251
O 7.556 16.040 13.209
H 14.162 14.847 16.732
C 17.304 15.408 15.710
F 21.532 18.578 18.147
F 8.964 18.374 17.063
H 13.588 15.067 15.089
O 10.211 8.623 17.661
C 9.861 16.867 13.345
H 19.206 21.189 14.402
C 16.854 10.749 15.521
C 5.593 15.125 20.877
C 14.662 12.648 18.446
F 12.857 6.951 17.250
C 17.103 15.826 17.245
H 5.743 15.960 20.213
O 10.992 8.760 15.555
O 9.024 15.100 14.704
C 16.743 11.744 19.173
C 16.876 20.251 8.932
H 11.280 15.763 15.997
H 9.760 21.218 20.265
C 12.191 15.709 16.630
C 10.559 20.548 20.707
```

Values from the calculation:
- SMILES string: CCOC(=O)C(F)(F)F.CCOC(=O)C(F)(F)F.CCOC(=O)C(F)(F)F.CCOC(=O)C(F)(F)F.CCOC(=O)C(F)(F)F.CCOC(=O)C(F)(F)F.CCOC(=O)C(F)(F)F.CCOC(=O)C(F)(F)F.CCOC(=O)C(F)(F)F.CCOC(=O)C(F)(F)F


Version ii
Molecular formula: C40H50F30O20
Method: DFT, ωB97M-V/def2-TZVPD

Structure (XYZ):
```
140
C40H50F30O20, DFT ωB97M-V/def2-TZVPD
H -5.436 -2.493 0.634
H 1.470 2.408 1.875
C 5.492 -3.147 -4.342
H 4.275 6.023 -3.080
C 5.084 4.312 -4.167
H -2.814 -1.521 2.325
H -4.393 -1.765 3.169
O -2.805 -4.986 4.091
F 7.621 -3.575 -4.951
F -4.801 -4.437 6.835
F -8.486 2.103 -1.466
H 4.129 6.242 -4.807
C 4.075 5.497 -4.013
F -4.445 -6.366 5.739
H 2.142 -4.010 -3.588
H -1.393 1.311 -8.366
F 6.243 -5.265 -4.998
C -3.867 -5.177 6.187
C -6.539 1.499 3.529
H -5.572 -2.289 -2.018
H -2.722 -1.176 4.674
F -2.984 4.792 4.473
H 2.841 1.665 2.224
O 4.704 -3.799 -3.430
H -0.589 2.630 0.531
F -2.916 -5.590 6.975
H -2.747 3.531 -1.206
C -6.861 3.377 -0.273
H 3.052 5.125 -3.943
C -0.541 0.412 1.077
O 3.261 2.352 -4.392
C -5.145 -3.137 -1.482
F -0.896 -2.583 -2.604
H 6.095 4.701 -4.040
C 3.893 1.234 -2.336
C -1.490 1.128 -5.782
H 1.651 -2.714 -2.662
C -5.161 1.340 4.283
H -4.346 1.622 -0.968
O 8.433 -5.933 4.096
H -4.714 0.437 3.867
C 2.459 -2.998 -3.337
F 2.680 0.793 -2.341
F 0.199 1.349 -3.983
F 3.274 -2.517 1.550
F 6.145 5.225 1.136
H -0.658 0.443 2.160
C -0.885 1.621 0.245
C 2.399 2.647 2.393
O -5.956 2.639 -1.000
H 3.610 -3.638 -1.680
H -1.971 1.687 0.296
C -8.349 3.154 -0.708
H 2.457 -2.451 -4.279
O 5.314 -1.899 -4.654
C 6.328 -2.398 2.887
C 2.168 2.740 3.916
H 7.548 -4.144 2.572
C 4.390 3.872 1.948
O 3.062 3.722 1.911
F -0.811 -2.259 -0.496
F 4.578 0.153 -2.625
H -4.136 1.627 -9.065
F -1.417 -4.205 -1.331
F -9.051 2.904 0.347
C -2.137 1.998 -7.962
F 5.324 -6.155 5.707
C 4.000 2.342 -3.386
F 4.380 6.136 2.089
H 8.286 -2.978 3.778
H -1.888 2.962 -8.406
H -1.249 -0.333 0.712
C -3.355 2.677 3.256
O -3.119 -1.180 -1.080
O 0.699 -1.818 2.109
F 6.069 -3.739 -6.479
C -3.218 -4.412 5.052
H -4.300 2.488 -7.585
O -1.786 2.167 -6.610
F -8.908 4.229 -1.261
O -3.184 -3.101 5.168
F 4.135 5.345 0.080
H -5.430 -3.911 -2.194
O -6.602 4.064 0.713
C -4.646 2.627 -0.673
O -3.756 -3.333 -1.607
F 6.575 -7.730 5.127
C -1.421 -2.882 -1.464
H 1.299 3.377 4.076
C 7.378 -3.419 3.368
F -2.250 4.503 2.357
H 5.353 -2.854 2.712
H -7.295 2.202 3.876
H 6.540 -2.061 1.873
H 3.076 3.077 4.416
C 4.793 5.217 1.245
C -2.588 -2.200 4.326
C 6.384 -4.012 -5.152
C -2.462 3.901 3.519
C 3.836 -3.008 -2.540
C -2.808 -2.349 -1.435
O -3.148 1.818 2.478
H -5.214 -4.224 0.270
F 7.205 -6.423 6.757
H -4.437 2.719 0.393
H -7.131 0.584 3.518
O 6.813 -4.270 4.397
O -4.318 2.537 4.231
H -0.619 1.501 -0.805
C 1.365 -1.003 1.490
H 5.173 3.854 -5.152
F 3.609 -0.366 2.065
H -6.756 -3.410 -0.077
H -6.442 1.950 2.542
C -5.672 -3.294 -0.066
O 0.808 0.102 0.933
F -1.828 0.855 -3.378
H -3.274 -3.076 2.501
H 4.430 -2.218 -2.080
H -5.472 1.020 5.277
C 6.609 -6.512 5.605
C -3.814 3.650 -1.396
O 5.199 3.109 2.424
H 1.752 1.836 4.360
C -3.375 -2.130 3.034
C -3.708 1.709 -8.066
C 7.334 -5.586 4.615
O 4.884 3.311 -3.175
F -1.420 2.841 -4.133
H -4.119 4.674 -1.182
H -1.499 -2.245 4.324
H -3.927 0.743 -7.611
F 4.308 1.588 -1.219
H 6.285 -1.594 3.621
F 3.199 -1.073 -0.065
H -3.912 3.602 -2.480
C -1.110 1.572 -4.319
C 2.888 -1.247 1.259
F -1.257 3.440 4.014
O -1.311 -0.034 -6.163
```

Values from the calculation:
- SMILES string: CCOC(=O)C(F)(F)F.CCOC(=O)C(F)(F)F.CCOC(=O)C(F)(F)F.CCOC(=O)C(F)(F)F.CCOC(=O)C(F)(F)F.CCOC(=O)C(F)(F)F.CCOC(=O)C(F)(F)F.CCOC(=O)C(F)(F)F.CCOC(=O)C(F)(F)F.CCOC(=O)C(F)(F)F


The calculated energies rank the structures as follows, beginning with the most stable: version i, version ii.


Version i
Molecular formula: C4H4OS2
Method: DFT, ωB97M-V/def2-TZVPD

Structure (XYZ):
```
11
C4H4OS2, DFT ωB97M-V/def2-TZVPD
S 0.436 1.553 0.045
H -1.891 1.994 -0.555
S -0.768 -1.381 0.370
O 2.956 -0.935 -0.140
C -1.804 0.007 -0.161
C 0.806 -0.426 0.735
H 1.268 -0.567 -1.219
H -2.788 -0.175 -0.173
C 1.764 -0.718 -0.307
H 1.223 -0.516 1.757
C -1.202 1.164 -0.354
```

Values from the calculation:
- SMILES string: O=CC1SC=CS1


Version ii
Molecular formula: C4H4OS2
Method: DFT, ωB97M-V/def2-TZVPD

Structure (XYZ):
```
11
C4H4OS2, DFT ωB97M-V/def2-TZVPD
C -0.936 3.271 2.323
S 1.976 3.946 1.519
S 1.580 1.104 2.574
O -0.981 3.167 1.175
H 0.623 -1.427 -1.939
H -1.770 -3.047 -1.234
C -0.300 -1.755 -1.494
C 1.934 2.469 1.997
H -0.469 -3.784 -2.380
H -0.826 -1.051 -0.814
C -0.831 -2.894 -1.727
```


Version iii
Molecular formula: C4H4OS2
Method: DFT, ωB97M-V/def2-TZVPD

Structure (XYZ):
```
11
C4H4OS2, DFT ωB97M-V/def2-TZVPD
O 1.244 1.004 -0.030
S 0.807 -1.578 -0.151
C -1.004 -1.019 0.136
C -1.201 0.478 0.082
H 0.009 2.474 -0.463
C -0.184 1.335 -0.114
H -1.452 -1.600 -0.679
C 1.720 -0.198 -0.070
H -2.192 0.670 0.057
S 3.381 -0.128 0.062
H -1.129 -1.440 1.170
```

Values from the calculation:
- SMILES string: S=C1OC=CCS1


The calculated energies rank the structures as follows, beginning with the most stable: version ii, version i, version iii.


Version i
Molecular formula: C3H9N2
Method: DFT, ωB97M-V/def2-TZVPD

Structure (XYZ):
```
14
C3H9N2, DFT ωB97M-V/def2-TZVPD
H 0.306 1.259 -1.415
H -2.794 -1.238 0.851
H -1.579 -0.778 -1.089
N -1.810 -1.197 0.903
H 2.634 0.669 0.465
H 0.034 0.170 1.075
H 1.371 -0.294 -1.509
C 1.956 1.244 -0.136
C 0.898 0.493 -0.920
H -1.395 -1.388 1.866
H 2.756 1.543 -0.860
N -0.022 -0.092 0.106
C -1.219 -0.585 -0.099
H 1.679 2.170 0.480
```

Values from the calculation:
- SMILES string: CC/[NH+]=C/N
- Total charge: +1


Version ii
Molecular formula: C3H9N2
Method: DFT, ωB97M-V/def2-TZVPD

Structure (XYZ):
```
14
C3H9N2, DFT ωB97M-V/def2-TZVPD
N -0.310 2.183 -0.282
H 1.264 0.427 -0.667
N 0.723 0.016 0.103
H 1.176 0.289 0.975
H -0.484 -3.177 -0.247
H 0.241 2.694 0.405
H 1.528 -1.787 -0.652
H -1.379 -1.616 0.274
C 0.662 -1.444 -0.105
H -0.886 0.847 1.254
C -0.464 -2.131 0.015
H -1.026 2.798 -0.608
H -1.278 0.316 -0.387
C -0.580 0.897 0.213
```

Values from the calculation:
- SMILES string: C=C[NH2+]CN
- Total charge: +1


The calculated energies rank the structures as follows, beginning with the most stable: version i, version ii.


Version i
Molecular formula: C3H9N2
Method: DFT, ωB97M-V/def2-TZVPD

Structure (XYZ):
```
14
C3H9N2, DFT ωB97M-V/def2-TZVPD
C -0.444 -1.296 1.655
C 0.459 -0.850 0.515
H -0.947 2.214 -1.588
C -0.024 -0.084 -0.433
H 0.377 0.112 -1.437
H -0.944 3.640 -2.341
N -1.549 2.898 -2.024
H 2.361 -0.816 -0.110
H -0.234 -0.757 2.580
H -0.100 -2.318 1.859
H -2.331 3.180 -1.463
N 1.785 -1.251 0.606
H 1.902 -2.257 0.564
H -1.466 -1.275 1.283
```

Values from the calculation:
- Total charge: +1


Version ii
Molecular formula: C3H9N2
Method: DFT, ωB97M-V/def2-TZVPD

Structure (XYZ):
```
14
C3H9N2, DFT ωB97M-V/def2-TZVPD
H 1.960 1.880 -0.746
C 0.698 -0.481 1.799
H 0.349 -1.220 2.508
H -1.307 -1.878 1.048
H 1.296 1.032 -1.954
H 1.553 0.136 2.041
H -2.583 -1.396 -1.061
H -1.361 -0.027 -1.408
H 0.471 0.364 -0.037
H 0.525 2.342 -1.361
C -1.054 -1.105 0.339
C -1.707 -0.837 -0.773
N 1.071 1.529 -1.094
N 0.090 -0.337 0.697
```

Values from the calculation:
- Total charge: +1


Version iii
Molecular formula: C3H9N2
Method: DFT, ωB97M-V/def2-TZVPD

Structure (XYZ):
```
14
C3H9N2, DFT ωB97M-V/def2-TZVPD
H -0.238 -1.271 -1.316
H 2.615 0.298 -0.905
H -1.780 -1.039 1.441
C -1.044 -0.798 -0.729
H -0.560 2.125 0.986
H -0.861 1.978 -0.906
N -0.642 1.664 0.047
H -0.043 -1.375 1.054
C -0.898 -0.867 0.757
H 2.264 -0.933 0.275
H -2.142 -0.717 -1.106
C -0.628 0.398 0.035
H 2.014 0.618 0.501
N 1.943 -0.082 -0.134
```

Values from the calculation:
- Total charge: +1


The calculated energies rank the structures as follows, beginning with the most stable: version ii, version iii, version i.